Entry 1:
{"formula": "C28H47CeN7OP2S", "method": "ωB97M-V with the def2-TZVPD basis set", "e_tot_ev": -84584.0005, "de_lowest_kcal_mol": 8.8, "homo_energy_ev": [-18.54, -18.54], "homo_lumo_gap_ha": [0.1672, 0.1726], "charge": 4, "multiplicity": 1, "largest_force_ev_per_a": 2.70, "elements": ["Ce", "N", "C", "N", "C", "N", "N", "C", "C", "C", "C", "C", "C", "N", "C", "C", "C", "C", "C", "C", "H", "H", "H", "H", "H", "H", "H", "H", "H", "H", "H", "C", "P", "C", "C", "C", "P", "C", "C", "H", "H", "H", "H", "H", "H", "H", "H", "H", "H", "H", "H", "H", "H", "H", "H", "N", "C", "C", "C", "C", "N", "H", "H", "H", "H", "H", "H", "H", "H", "H", "H", "H", "H", "O", "S", "C", "C", "C", "C", "H", "H", "H", "H", "H", "H", "H", "H"], "xyz": [[0.09382, 0.17284, 0.57330], [-2.07828, 3.41414, -2.61920], [-1.79738, 2.85504, -1.44550], [-1.47918, 1.60464, -1.25980], [-1.53308, 0.76124, -2.37420], [-1.51928, -0.52486, -2.23690], [-1.27278, -1.10196, -1.04670], [-1.87788, -2.21186, -0.78060], [-1.49638, -2.97966, 0.39080], [-1.84568, -4.33186, 0.47080], [-1.40598, -5.08296, 1.54750], [-0.61928, -4.45886, 2.50640], [-0.33728, -3.10736, 2.35910], [-0.76788, -2.35696, 1.34460], [-1.70498, 1.32394, -3.69830], [-1.64848, 0.55664, -4.86580], [-1.90218, 1.14214, -6.08880], [-2.20918, 2.50074, -6.17430], [-2.25328, 3.28454, -5.03630], [-2.01228, 2.69344, -3.80120], [-2.35058, 4.38724, -2.67520], [-1.85218, 3.50414, -0.58010], [-2.63188, -2.62966, -1.44540], [-2.43558, -4.78126, -0.31330], [-1.67428, -6.12456, 1.63300], [-0.24048, -5.00726, 3.35530], [0.27012, -2.60216, 3.10110], [-1.43468, -0.49596, -4.77430], [-1.87528, 0.54824, -6.99090], [-2.42228, 2.94424, -7.13580], [-2.46678, 4.34234, -5.09830], [1.27742, 2.09034, 4.27690], [0.91122, 0.49554, 3.43040], [2.20062, -0.55756, 4.20240], [-0.60228, 0.00624, 4.39570], [-1.83698, 0.82274, 4.01390], [-2.30768, 0.60754, 2.22780], [-3.52018, -0.75976, 2.37040], [-3.44928, 2.02974, 2.02280], [1.41992, 1.90664, 5.34290], [0.45872, 2.79924, 4.15600], [2.19412, 2.53304, 3.88830], [1.97952, -0.72046, 5.25680], [3.16152, -0.05016, 4.11830], [2.27752, -1.51636, 3.69230], [-0.38718, 0.12604, 5.46300], [-0.80638, -1.05276, 4.21920], [-1.67438, 1.88644, 4.21010], [-2.68478, 0.50574, 4.63000], [-4.30108, -0.49646, 3.08500], [-3.02348, -1.67026, 2.70300], [-3.97998, -0.94476, 1.40060], [-4.17678, 2.05904, 2.83490], [-3.98158, 1.92694, 1.07710], [-2.89628, 2.96814, 2.01410], [1.68612, 0.59364, -1.53360], [2.20922, 1.80524, -2.20670], [3.15922, 2.59914, -1.30790], [2.63812, 2.85964, 0.10980], [1.29192, 3.59894, 0.13650], [0.37632, 2.93694, 1.09510], [2.50002, 0.02614, -1.26810], [1.19932, 0.04934, -2.25150], [1.35322, 2.41174, -2.51440], [2.75682, 1.53914, -3.11880], [3.36992, 3.54684, -1.80100], [4.10592, 2.06524, -1.23090], [3.39352, 3.44304, 0.64150], [2.51962, 1.89664, 0.65050], [0.81952, 3.57054, -0.84750], [1.44822, 4.65084, 0.39880], [-0.48738, 3.48124, 1.11240], [0.79202, 3.08044, 2.01920], [1.72192, -1.62576, 0.20250], [1.90212, -3.13716, 0.08490], [1.28042, -3.51746, -1.61120], [2.46992, -3.95006, -2.45810], [3.69162, -3.21956, -1.91470], [3.64402, -3.39866, -0.40850], [0.82322, -2.59106, -1.96490], [0.51842, -4.29046, -1.53840], [2.30422, -3.72736, -3.51210], [2.61972, -5.02556, -2.36790], [3.64212, -2.15656, -2.15870], [4.61312, -3.62036, -2.33540], [4.28082, -2.70886, 0.13990], [3.88492, -4.41926, -0.11340]], "atomic_forces_ev_per_a": [[0.69, -0.79, -1.53], [0.11, -0.11, 0.72], [-0.23, 1.12, -0.28], [0.74, -1.20, 0.28], [-0.33, 0.10, 0.39], [0.10, -0.52, -1.34], [-0.11, 0.52, 1.19], [0.24, 0.17, -0.05], [-0.18, -0.48, 0.39], [0.08, 0.65, -0.14], [0.17, 0.14, 0.28], [-0.24, -0.08, -0.22], [0.10, 0.19, 0.29], [0.01, 0.39, -0.31], [-0.15, 0.37, 0.02], [-0.08, 0.04, -0.03], [0.06, -0.20, 0.06], [0.00, 0.11, 0.19], [0.03, 0.04, 0.14], [0.16, -0.67, -0.53], [-0.02, 0.07, 0.20], [-0.03, 0.12, -0.09], [0.16, 0.17, -0.23], [-0.12, -0.03, -0.08], [0.02, -0.13, 0.03], [0.04, 0.02, 0.09], [0.00, -0.06, 0.01], [0.02, -0.11, -0.11], [0.01, -0.04, -0.01], [0.02, 0.05, -0.05], [-0.09, 0.07, -0.04], [-0.02, 0.08, -0.65], [-0.22, -0.05, 1.91], [0.05, -0.07, -0.67], [-0.13, -0.04, -0.37], [0.45, -0.05, -0.22], [-1.27, 0.27, 1.53], [0.41, -0.23, -0.44], [0.45, -0.02, -0.62], [-0.04, -0.14, -0.04], [0.00, 0.06, 0.06], [0.06, 0.05, -0.01], [-0.10, 0.08, 0.00], [0.04, -0.04, -0.01], [0.07, -0.08, 0.07], [0.12, -0.04, -0.13], [0.08, -0.03, 0.10], [-0.07, -0.04, -0.05], [-0.01, 0.11, -0.16], [0.08, 0.15, -0.01], [-0.05, -0.03, 0.02], [-0.07, -0.06, -0.03], [0.10, -0.13, 0.06], [-0.07, 0.05, 0.00], [-0.03, 0.09, 0.04], [-0.02, -0.41, 0.27], [0.13, 0.72, -0.06], [-0.26, -0.29, 0.17], [-0.15, 0.10, -0.33], [0.41, -0.03, -0.28], [-0.17, -0.30, 0.22], [-0.34, -0.01, -0.05], [0.08, -0.09, 0.13], [0.04, -0.06, -0.01], [-0.20, -0.06, 0.12], [0.09, 0.05, -0.04], [0.13, 0.03, -0.04], [-0.06, -0.23, 0.13], [0.16, 0.14, -0.02], [0.01, 0.04, 0.06], [-0.14, -0.14, -0.03], [0.04, -0.20, 0.19], [-0.24, -0.10, -0.12], [-0.82, 2.54, 0.37], [0.48, -1.48, -0.66], [0.01, -0.19, 0.09], [0.28, 0.01, -0.05], [-0.14, -0.02, -0.14], [-0.10, 0.17, -0.09], [0.04, 0.03, 0.12], [-0.07, 0.03, 0.08], [-0.09, -0.05, 0.03], [-0.02, -0.04, -0.04], [0.07, 0.06, -0.09], [0.05, 0.06, 0.08], [-0.09, 0.01, 0.24], [-0.06, -0.10, 0.11]]}

---

Entry 2:
{"formula": "C4H4ClNO", "method": "ωB97M-V with the def2-TZVPD basis set", "e_tot_ev": -20266.5927, "de_lowest_kcal_mol": 136.6, "homo_energy_ev": -8.04, "homo_lumo_gap_ha": 0.2562, "multiplicity": 1, "largest_force_ev_per_a": 4.34, "elements": ["C", "C", "C", "C", "N", "O", "Cl", "H", "H", "H", "H"], "xyz": [[-0.40732, -0.23929, 0.49830], [-0.81595, 1.01112, 0.00767], [-1.97572, -1.86703, 1.49893], [1.44281, 1.25397, -0.96934], [-1.16706, -1.18049, 0.99705], [0.08361, 1.70791, -0.66393], [-2.80021, -3.27143, 0.99626], [0.64463, -0.65746, 0.73976], [1.78854, 2.13978, -1.42528], [1.37746, 0.34902, -1.64119], [1.82921, 0.75390, -0.03823]], "atomic_forces_ev_per_a": [[3.29, -2.56, 1.22], [-0.55, 0.67, -0.59], [-1.21, -1.58, 0.58], [-1.90, -3.09, 0.98], [-0.55, 1.82, -1.04], [-0.51, -0.48, 0.44], [0.36, 0.63, 0.16], [-1.01, 1.32, -0.84], [1.52, 0.47, -0.17], [0.03, 1.24, 0.06], [0.55, 1.56, -0.80]]}